# C14H13CdF9N3O6S3

A molecular structure, C14H13CdF9N3O6S3 (ωB97M-V with the def2-TZVPD basis set, the Open Molecules 2025 dataset).

Summary:
HOMO-LUMO gap = 7.85 eV
Energy relative to the best compared isomer or geometry (same formula, charge and spin) = 0.000 eV
Total charge = -1

Element x y z (Å)
Cd (-0.1633, -0.0626, -0.0338)
C (-1.5800, 0.0655, 3.4130)
C (-0.0957, -0.0383, 3.3522)
N (0.5932, 0.1344, 2.2690)
C (1.9309, -0.1128, 2.4568)
C (2.2692, -0.4569, 3.7254)
S (0.8681, -0.4800, 4.7064)
C (2.8281, -0.0486, 1.2956)
C (4.1781, 0.0737, 1.3204)
S (4.7811, 0.0497, -0.2795)
C (3.1788, -0.1083, -0.8974)
N (2.2783, -0.1477, 0.0389)
C (2.9031, -0.1556, -2.3578)
H (-2.0068, -0.6954, 2.7576)
H (-1.8995, 1.0380, 3.0392)
H (-1.9476, -0.0747, 4.4284)
H (3.2381, -0.7309, 4.1052)
H (4.8196, 0.1897, 2.1769)
H (3.7999, -0.4237, -2.9160)
H (2.5340, 0.8266, -2.6684)
H (2.1118, -0.8740, -2.5558)
O (1.4025, 2.5924, -2.2299)
S (0.0591, 2.1773, -1.8497)
O (-1.0029, 2.9353, -2.4989)
O (-0.1190, 0.6875, -2.1226)
O (-0.1099, 2.2700, -0.3318)
C (-4.5562, 0.4862, -0.7108)
C (-3.2098, 0.9152, -0.1895)
N (-2.8532, 2.1901, -0.3352)
O (-2.4840, 0.0743, 0.3659)
H (-5.1692, 1.3236, -1.0390)
H (-5.0738, -0.0725, 0.0673)
H (-4.3875, -0.1907, -1.5483)
H (-3.3334, 2.7429, -1.0256)
H (-1.8455, 2.4036, -0.2244)
F (-1.4641, -5.4281, 0.5426)
C (-1.5759, -4.0844, 0.6113)
F (-2.0782, -3.7955, 1.8144)
F (-2.4911, -3.7194, -0.2995)
C (-0.2245, -3.3303, 0.3757)
O (-0.3123, -2.0838, 0.8195)
C (0.9052, -4.0865, 1.1556)
F (1.9954, -3.3232, 1.2683)
F (0.5053, -4.3854, 2.4045)
F (1.2859, -5.2429, 0.5790)
C (0.1081, -3.3895, -1.1509)
F (-0.1461, -4.5815, -1.7194)
F (1.4100, -3.1208, -1.3596)
F (-0.5898, -2.4666, -1.8184)



# C14H13ClF6OPb

A molecular structure, C14H13ClF6OPb in a non-equilibrium geometry (ωB97M-V with the def2-TZVPD basis set, the Open Molecules 2025 dataset).

Summary:
HOMO-LUMO gap (alpha / beta) = 5.65 / 6.19 eV
Energy relative to the best compared isomer or geometry (same formula, charge and spin) = 0.427 eV

Element x y z (Å)
C (-2.5726, -1.5961, -1.1347)
C (-1.9419, -1.7825, -2.4110)
C (-1.6855, -0.4970, -2.9614)
H (-1.6842, -2.7437, -2.8776)
C (-2.1425, 0.4822, -2.0280)
C (-2.6960, -0.1899, -0.9142)
H (-3.1831, 0.2879, -0.0664)
H (-2.9595, -2.3837, -0.4900)
H (-1.1802, -0.2897, -3.9131)
H (-2.0773, 1.5676, -2.1582)
Pb (-0.0376, -1.7445, 0.2321)
Cl (-0.0481, -4.0143, 1.3130)
C (2.9550, -0.4493, -0.8004)
C (2.4889, 0.7721, -1.3611)
C (2.0033, 0.5063, -2.6794)
H (2.4909, 1.7346, -0.8627)
C (2.1373, -0.9016, -2.9183)
C (2.7190, -1.4914, -1.7506)
H (2.9328, -2.5486, -1.6135)
H (3.4671, -0.5578, 0.1441)
H (1.5584, 1.2295, -3.3625)
H (1.7822, -1.4448, -3.7969)
C (-1.2229, 0.1899, 2.8210)
C (-0.1687, 1.0466, 2.1291)
O (-0.0992, 0.8242, 0.8087)
C (-0.5691, 2.5784, 2.4721)
F (-0.7379, 2.7482, 3.8327)
F (0.3336, 3.4907, 2.0520)
F (-1.7708, 2.8678, 1.8887)
C (1.2561, 0.7123, 2.7517)
F (1.3010, 0.8482, 4.1066)
F (1.5623, -0.6202, 2.4933)
F (2.2497, 1.4479, 2.2074)
H (-2.1982, 0.4879, 2.4235)
H (-1.1657, 0.2900, 3.9137)
H (-1.0961, -0.8573, 2.5100)



# C14H13F17N2O4S

3 unconnected molecules or ions with the total composition C14H13F17N2O4S in a non-equilibrium geometry (ωB97M-V with the def2-TZVPD basis set, the Open Molecules 2025 dataset).

Summary:
SMILES = FC(F)C(F)(F)COC(F)(F)C(F)F.FC(F)C(F)(F)COC(F)(F)C(F)F.[H]/N=C/CN(C#C)S(=O)(=O)F
HOMO-LUMO gap = 10.06 eV
Energy relative to the best compared isomer or geometry (same formula, charge and spin) = 0.000 eV

Element x y z (Å)
F (-2.1927, -0.5003, 0.5217)
C (-1.3941, 0.2887, 1.2676)
F (-0.5540, 0.9351, 0.4245)
C (-0.5671, -0.5397, 2.2518)
F (0.2746, -1.3522, 1.5813)
F (0.2078, 0.3632, 2.9310)
C (-1.3233, -1.3444, 3.3217)
O (-1.5087, -2.7258, 3.0802)
C (-2.5887, -3.1967, 2.3761)
F (-3.4838, -2.2265, 2.1205)
F (-3.2050, -4.1094, 3.1557)
C (-2.1549, -3.9204, 1.0974)
F (-1.4781, -3.0836, 0.2860)
F (-3.2547, -4.3484, 0.4407)
H (-2.0014, 1.0333, 1.7887)
H (-0.6772, -1.3169, 4.1978)
H (-2.2498, -0.8530, 3.6182)
H (-1.5196, -4.7734, 1.3424)
F (-2.4441, 0.0222, -5.9134)
C (-3.1056, 0.7185, -4.9691)
F (-3.5198, 1.8803, -5.5262)
C (-2.2040, 1.0379, -3.7745)
F (-1.1964, 1.8469, -4.1614)
F (-2.9814, 1.7519, -2.9081)
C (-1.6401, -0.1419, -2.9664)
O (-0.3057, -0.5381, -3.2315)
C (-0.0006, -1.4397, -4.2154)
F (-1.1004, -2.0015, -4.7464)
F (0.7120, -2.4344, -3.6384)
C (0.8956, -0.8182, -5.2905)
F (0.2785, 0.2223, -5.8801)
F (1.1571, -1.7477, -6.2371)
H (-3.9854, 0.1526, -4.6506)
H (-1.6023, 0.2155, -1.9397)
H (-2.3219, -0.9925, -2.9580)
H (1.8325, -0.4750, -4.8478)
H (5.8746, 0.2792, 3.9799)
N (5.3081, 0.9789, 3.5074)
C (4.1463, 0.5288, 3.3064)
C (3.0750, 1.3507, 2.6303)
N (3.2325, 2.7787, 3.0138)
C (4.1217, 3.4537, 2.2018)
C (5.0609, 4.0225, 1.7356)
S (1.7634, 3.6076, 3.0749)
O (1.9602, 4.9549, 2.6943)
O (1.1658, 3.3255, 4.3273)
F (0.9318, 2.9209, 1.9530)
H (3.8951, -0.4887, 3.6108)
H (2.1298, 0.9736, 3.0171)
H (3.1141, 1.1924, 1.5542)
H (5.8646, 4.6032, 1.3564)



# C14H13IrNS

A molecular structure, C14H13IrNS in a non-equilibrium geometry (ωB97M-V with the def2-TZVPD basis set, the Open Molecules 2025 dataset).

Summary:
2S+1 = 6
HOMO-LUMO gap (alpha / beta) = 6.08 / 5.14 eV
Energy relative to the best compared isomer or geometry (same formula, charge and spin) = 0.000 eV
Total charge = +2

Element x y z (Å)
Ir (0.6588, 0.2597, -1.3227)
C (0.3276, 1.3642, -3.8332)
H (-0.4753, 2.0578, -3.5709)
H (1.0870, 1.8405, -4.4626)
H (-0.0467, 0.4991, -4.4093)
H (0.8584, 1.0895, -2.8274)
H (1.3298, -0.6281, -2.4483)
S (-0.8188, -0.5226, 2.9918)
C (0.9589, -0.2777, 3.0121)
C (1.8532, -0.2798, 4.0896)
C (3.2170, -0.0844, 3.8164)
C (3.6924, 0.1069, 2.5193)
C (2.8079, 0.1381, 1.4424)
C (1.4597, -0.0385, 1.7008)
N (0.4567, -0.0528, 0.7085)
C (-0.7686, -0.2629, 1.2110)
C (-1.7696, -0.3942, 0.2070)
C (-3.1664, -0.6473, 0.3363)
C (-3.9709, -0.6964, -0.8008)
C (-3.4466, -0.5388, -2.0913)
C (-2.0661, -0.3141, -2.2310)
C (-1.2698, -0.2425, -1.1033)
H (1.5383, -0.4210, 5.1255)
H (3.9529, -0.0786, 4.6156)
H (4.7599, 0.2332, 2.3659)
H (3.1037, 0.2732, 0.4072)
H (-3.5825, -0.7927, 1.3380)
H (-5.0469, -0.8595, -0.6890)
H (-4.1082, -0.5763, -2.9559)
H (-1.5259, -0.1539, -3.1420)



# C14H13N6O3S

2 unconnected molecules or ions with the total composition C14H13N6O3S in a non-equilibrium geometry (ωB97M-V with the def2-TZVPD basis set, the Open Molecules 2025 dataset).

Summary:
HOMO-LUMO gap = 8.09 eV
Total charge = +1

Element x y z (Å)
C (2.3386, -0.7834, 1.4198)
C (2.5441, -0.1638, 0.4200)
N (2.7964, 0.2259, -0.8723)
N (3.9382, -0.2329, -1.4473)
C (3.9183, 0.2903, -2.7026)
N (4.9076, 0.0225, -3.5512)
N (2.8279, 1.0211, -2.8908)
C (2.1270, 0.9992, -1.7481)
C (0.8203, 1.6896, -1.4902)
C (-0.1288, 1.6122, -2.7417)
S (-1.8309, 2.1855, -2.3224)
C (-2.7731, 0.7177, -2.0517)
N (-3.6890, 0.5693, -1.1755)
N (-4.1795, -0.7166, -1.2980)
C (-3.5095, -1.2415, -2.2658)
O (-2.5869, -0.4087, -2.8041)
H (2.0701, -1.4603, 2.2051)
H (4.6088, -0.8335, -0.9923)
H (5.5669, -0.6996, -3.3127)
H (5.0757, 0.5457, -4.3949)
H (0.3249, 1.1725, -0.6598)
H (0.9497, 2.7446, -1.2348)
H (0.2675, 2.2400, -3.5415)
H (-0.2051, 0.5932, -3.1324)
H (-3.6783, -2.2606, -2.5856)
C (-2.4528, -1.2108, 2.5862)
C (-1.8227, -0.0462, 2.4687)
C (-1.2009, 0.6032, 3.6415)
O (-0.6222, 1.6648, 3.5286)
C (-1.2962, -0.0905, 4.9494)
C (-1.9288, -1.2582, 5.0655)
C (-2.5580, -1.9147, 3.8883)
O (-3.1282, -2.9773, 3.9858)
H (-2.9134, -1.6943, 1.7330)
H (-1.7396, 0.4754, 1.5229)
H (-0.8263, 0.4018, 5.7912)
H (-2.0118, -1.7814, 6.0096)



# C14H14AlFeI2O4S

A molecular structure, C14H14AlFeI2O4S in a non-equilibrium geometry (ωB97M-V with the def2-TZVPD basis set, the Open Molecules 2025 dataset).

Summary:
2S+1 = 6
HOMO-LUMO gap (alpha / beta) = 5.90 / 5.81 eV
Total charge = +4

Element x y z (Å)
I (2.8077, -1.5533, 0.0481)
I (3.7171, 1.3463, 0.0476)
Fe (-0.1242, 1.6356, 0.3896)
Al (0.2108, -0.9726, 0.3059)
S (0.6870, 0.5012, -1.3849)
C (-1.0535, -2.4412, -0.4223)
C (-0.8985, -2.5366, 1.4546)
C (-0.2170, 0.1469, -2.9828)
C (0.1927, 1.3459, -3.8209)
C (-1.7090, 0.0520, -2.7079)
C (0.3288, -1.1676, -3.5286)
C (-1.0949, 2.5717, 1.7556)
C (-1.3799, 2.3860, -0.6978)
O (-1.2728, -3.4787, 2.0328)
O (-1.5287, -3.3749, -0.9747)
O (-1.1971, 3.5137, 2.4265)
O (-1.5522, 3.1830, -1.5364)
H (-0.1796, 1.2313, -4.8354)
H (1.2798, 1.4262, -3.8487)
H (-0.1873, 2.2765, -3.4069)
H (-2.2211, -0.0228, -3.6690)
H (-2.0779, 0.9261, -2.1961)
H (-1.9048, -0.8155, -2.0902)
H (-0.0331, -1.3115, -4.5500)
H (-0.0122, -2.0043, -2.9177)
H (1.4180, -1.1669, -3.5323)
C (0.3682, 0.0376, 4.8243)
C (0.6330, -1.2755, 4.3496)
C (1.0831, -1.4724, 3.0370)
C (0.8622, -0.4259, 2.1495)
C (0.9100, 0.9039, 2.5956)
C (0.4669, 1.1052, 3.9076)
H (0.0279, 0.2089, 5.8672)
H (0.4771, -2.1338, 4.9884)
H (1.5305, -2.3999, 2.6917)
H (1.4662, 1.6529, 2.0114)
H (0.1768, 2.1025, 4.2196)



# C14H14BF9MnN6O

A molecular structure, C14H14BF9MnN6O in a non-equilibrium geometry (ωB97M-V with the def2-TZVPD basis set, the Open Molecules 2025 dataset).

Summary:
2S+1 = 6
HOMO-LUMO gap (alpha / beta) = 7.55 / 7.67 eV
Energy relative to the best compared isomer or geometry (same formula, charge and spin) = 3.255 eV

Element x y z (Å)
H (-0.1760, -2.6079, -2.2352)
N (-0.0915, -0.5061, -2.0249)
B (-0.0110, 2.0088, -2.4922)
N (-0.0828, 0.5342, -2.9871)
C (-0.1456, 0.0231, -4.2223)
Mn (-0.0216, 0.0596, 0.0349)
H (-0.1499, 0.6908, -5.0715)
C (-0.1952, -1.3669, -4.1328)
H (-0.2504, -2.0704, -4.9471)
C (-0.1576, -1.6562, -2.7549)
H (-0.0146, 2.7436, -3.4223)
C (0.0938, 0.5347, 2.0779)
H (0.0911, -0.3068, 2.7643)
H (-0.7876, 1.1268, 2.2887)
H (1.0276, 1.0588, 2.2269)
N (1.2949, 2.2047, -1.6695)
N (-1.2370, 2.3014, -1.5816)
N (1.5033, 1.4167, -0.5282)
N (-1.4340, 1.5301, -0.4274)
C (2.3437, 3.0185, -1.8621)
C (-2.2315, 3.1914, -1.7029)
H (2.3424, 3.6918, -2.7053)
H (-2.2385, 3.8653, -2.5456)
C (3.2743, 2.7953, -0.8524)
C (-3.1044, 3.0364, -0.6299)
C (2.7154, 1.7888, -0.0390)
C (-2.5709, 1.9904, 0.1462)
H (4.2240, 3.2860, -0.7188)
H (-4.0024, 3.5980, -0.4339)
H (3.1019, 1.3104, 0.8531)
H (-2.9278, 1.5404, 1.0622)
H (1.0546, -1.2161, 0.4456)
F (-1.3533, -1.2484, 4.1572)
C (-1.3523, -2.3417, 3.3661)
F (-1.4673, -3.4149, 4.1771)
F (-2.4598, -2.2698, 2.6075)
C (-0.0525, -2.4878, 2.4679)
O (-0.0774, -1.4936, 1.3891)
C (1.2491, -2.4939, 3.3403)
F (1.2687, -3.5810, 4.1210)
F (2.3286, -2.5175, 2.5336)
F (1.3830, -1.4166, 4.1384)
C (-0.1592, -3.7993, 1.6499)
F (-0.2101, -4.8664, 2.4387)
F (-1.2484, -3.7803, 0.8629)
F (0.9139, -3.9046, 0.8372)



# C14H14Cl5N2O9PReS2

A molecular structure, C14H14Cl5N2O9PReS2 (ωB97M-V with the def2-TZVPD basis set, the Open Molecules 2025 dataset).

Summary:
2S+1 = 2
HOMO-LUMO gap (alpha / beta) = 5.94 / 5.89 eV
Energy relative to the best compared isomer or geometry (same formula, charge and spin) = 1.111 eV
Total charge = +2

Element x y z (Å)
Re (-0.3854, -0.1574, 0.8463)
O (0.4828, 0.0277, 2.6788)
S (1.0497, -1.3327, 3.1539)
O (0.2979, -2.4153, 2.1791)
O (-0.9164, -1.8217, 1.5559)
C (2.5614, -1.4654, 2.3062)
C (3.6853, -1.9119, 2.9913)
C (4.8810, -2.0685, 2.3140)
C (4.9335, -1.7618, 0.9625)
C (3.8120, -1.3036, 0.2820)
C (2.5954, -1.1566, 0.9340)
S (1.9388, 2.0253, 0.2186)
O (2.5315, 2.2540, 1.4842)
O (0.4927, 1.8253, 0.1903)
O (1.5221, -0.6712, 0.2414)
H (3.6135, -2.1363, 4.0486)
H (5.7616, -2.4185, 2.8324)
H (5.8665, -1.8695, 0.4256)
H (3.9016, -1.0332, -0.7645)
Cl (-4.1528, 6.2025, 1.6621)
C (-3.4672, 4.6412, 1.5985)
C (-3.2679, 4.0165, 0.3675)
Cl (-3.7181, 4.8113, -1.0814)
C (-2.7072, 2.7429, 0.3219)
Cl (-2.5026, 1.9659, -1.2116)
C (-2.3428, 2.0843, 1.4915)
O (-1.8160, 0.8394, 1.5289)
C (-2.5529, 2.7110, 2.7239)
Cl (-2.0965, 1.8869, 4.1519)
C (-3.1101, 3.9844, 2.7802)
Cl (-3.3544, 4.7422, 4.2888)
N (-3.2060, -2.1614, -3.2394)
C (-2.3271, -0.9426, -3.3460)
P (-0.8719, -1.3498, -2.2992)
O (-0.6232, -2.7978, -2.5238)
O (-1.1850, -0.8320, -0.9149)
C (0.6647, -0.5163, -2.8709)
N (1.7371, -1.4200, -2.3336)
H (-3.9109, -2.1961, -3.9785)
H (-3.6914, -2.1942, -2.3387)
H (-2.6016, -2.9985, -3.2885)
H (-2.8781, -0.0658, -3.0135)
H (-2.0435, -0.8374, -4.3920)
H (0.7884, 0.4788, -2.4484)
H (0.7330, -0.4692, -3.9562)
H (1.8142, -1.2601, -1.3083)
H (2.6407, -1.2768, -2.7844)
H (1.4241, -2.3978, -2.4663)